1.
An isolated molecule of C2H2Cl2O2S in a non-equilibrium geometry. Source: the OMol25 dataset; level of theory: ωB97M-V/def2-TZVPD.

Last column: Löwdin charge in e.
Geometry (Å):
C1 -0.09097 0.08916 0.97025  -0.35
C2 0.49166 -0.41502 -0.69282  -1.18
O1 -1.78608 1.52162 2.30825  -0.58
O2 -0.31261 0.26379 -1.52921  -0.11
S1 -1.23074 1.28301 0.92142  0.94
Cl1 2.31563 0.11104 -0.56917  0.48
Cl2 0.48364 -2.20370 -0.88969  0.61
H1 0.44202 -0.42238 1.83188  0.09
H2 -0.31257 -0.22752 -2.35090  0.10

Properties
E_HOMO ... -0.3586 Eh
ΔE to the lowest compared entry with this formula, charge and spin ... 239.48 kJ/mol
Orbital gap ... 9.12 eV



2.
A structure of composition C37H35N5O6STi. Source: the OMol25 dataset; level of theory: ωB97M-V/def2-TZVPD.

Last column: Löwdin charge in e.
Geometry (Å):
Ti1 0.40146 0.67406 -1.88044  1.10
O1 1.58135 4.46995 -2.76271  0.01
C1 0.93614 3.44806 -2.54422  -0.58
O2 1.40769 2.38852 -1.94246  -0.15
C2 -0.48411 3.29257 -2.93686  -0.21
C3 -1.17031 4.28504 -3.61020  -0.04
C4 -2.50226 4.11482 -3.92926  -0.06
C5 -3.15378 2.90350 -3.52906  -0.18
C6 -4.51228 2.66100 -3.76996  -0.08
C7 -5.12523 1.48000 -3.37875  -0.14
C8 -4.36934 0.50901 -2.72807  -0.12
C9 -3.02448 0.72116 -2.47549  -0.04
C10 -2.38405 1.90499 -2.86249  -0.20
N1 -1.04839 2.08796 -2.59195  0.03
H1 -0.61912 5.18353 -3.85638  0.10
H2 -3.06623 4.87576 -4.45698  0.08
H3 -5.08542 3.42930 -4.28166  0.09
H4 -6.17771 1.31571 -3.58279  0.07
H5 -4.82575 -0.42622 -2.42184  0.09
H6 -2.43093 -0.04045 -1.99046  0.07
O3 2.04153 -1.11311 1.69758  -0.47
S1 2.72231 -1.73973 2.84810  1.00
C11 1.42556 -2.24312 3.99005  -0.36
C12 0.13256 -1.83344 3.72338  -0.04
C13 -0.87858 -2.21820 4.59606  -0.06
C14 -0.58967 -3.00191 5.70330  -0.10
C15 0.71599 -3.41381 5.95047  -0.10
C16 1.73177 -3.03728 5.08593  -0.10
C17 3.34366 -0.40700 3.88933  -0.36
C18 2.66295 0.79990 3.88080  -0.05
C19 3.14840 1.84620 4.64877  -0.06
C20 4.29853 1.67957 5.41252  -0.10
C21 4.97411 0.46767 5.40545  -0.10
C22 4.49936 -0.58347 4.62947  -0.10
H7 -0.07612 -1.22898 2.84592  0.10
H8 -1.89051 -1.89064 4.39784  0.10
H9 -1.38448 -3.29982 6.37636  0.09
H10 0.93897 -4.03204 6.81166  0.09
H11 2.75421 -3.35450 5.26104  0.10
H12 1.77590 0.91046 3.26667  0.09
H13 2.63061 2.79705 4.64240  0.10
H14 4.67680 2.50379 6.00469  0.10
H15 5.87905 0.34517 5.98778  0.09
H16 5.02864 -1.52901 4.59304  0.10
C23 -2.55029 -0.99717 0.60757  -0.05
C24 -1.87696 0.06482 1.43311  -0.22
C25 -2.40459 0.40305 2.67525  -0.11
C26 -1.82177 1.36652 3.48453  -0.13
C27 -0.68248 2.01823 3.02306  -0.09
C28 -0.13506 1.73042 1.78184  -0.23
C29 1.06170 2.47364 1.26711  -0.05
C30 -0.72946 0.74246 0.95311  -0.27
N2 -0.20625 0.50689 -0.28131  -0.07
H17 -2.82711 -1.85248 1.23184  0.07
H18 -1.88982 -1.35710 -0.17613  0.04
H19 -3.46172 -0.60851 0.14562  0.07
H20 -3.29991 -0.11431 3.01254  0.10
H21 -2.24454 1.60889 4.45285  0.08
H22 -0.21245 2.78391 3.63557  0.10
H23 1.54073 3.04882 2.06530  0.06
H24 0.77802 3.16426 0.47016  0.08
H25 1.78742 1.79381 0.81844  0.08
C31 -1.57060 -2.28501 -6.04483  -0.07
N3 -1.05159 -2.33905 -4.70661  -0.09
C32 -0.86039 -3.59372 -4.11358  -0.13
C33 -0.38871 -3.62017 -2.80256  -0.10
C34 -0.12970 -2.43985 -2.14588  -0.39
N4 -0.30025 -1.20878 -2.75531  0.04
C35 -0.73414 -1.14880 -4.05405  -0.53
O4 -0.86058 -0.08007 -4.63958  0.02
N5 0.26717 -2.44965 -0.80336  0.10
H26 -0.94764 -2.88398 -6.72163  0.07
H27 -1.56804 -1.24926 -6.37058  0.08
H28 -2.59307 -2.68124 -6.08328  0.08
H29 -1.00533 -4.45674 -4.74458  0.07
H30 -0.24029 -4.56165 -2.28868  0.08
H31 0.87612 -3.22600 -0.59503  0.08
H32 0.67562 -1.58284 -0.46952  0.02
C36 4.16035 -0.56225 -3.15428  -0.01
C37 2.72428 -0.12446 -2.95458  -0.69
O5 2.07436 0.35681 -3.88276  0.01
O6 2.23661 -0.28797 -1.77116  -0.14
H33 4.59511 -0.02827 -3.99665  0.07
H34 4.17045 -1.63288 -3.37274  0.07
H35 4.73604 -0.39231 -2.24580  0.07

Properties
E_HOMO (alpha / beta) ... 0.0206 / -0.0772 Eh
2S+1 ... 3
ΔE to the lowest compared entry with this formula, charge and spin ... 21.58 kJ/mol
Net charge ... -2
Orbital gap (alpha / beta) ... 3.06 / 5.72 eV



3.
An isolated molecule of C7H11N in a non-equilibrium geometry. Source: the OMol25 dataset; level of theory: ωB97M-V/def2-TZVPD.

Last column: Löwdin charge in e.
Geometry (Å):
C1 -1.08103 0.66103 1.59691  -0.09
C2 -0.37059 1.82253 0.65258  -0.15
C3 -0.26505 0.80395 -0.45816  -0.22
C4 -0.02741 -0.03148 0.79543  -0.33
C5 0.34927 -1.30164 -0.02654  -0.20
C6 1.64992 -0.75381 -0.76599  -0.09
C7 -0.28189 -1.19985 -1.43929  -0.16
H1 -1.19652 0.86082 2.71317  0.13
H2 -1.94902 0.25876 1.13628  0.09
H3 -1.30194 2.51620 0.88914  0.13
H4 0.69228 2.00071 1.11533  0.13
H5 -1.19349 0.98199 -1.02755  0.14
H6 1.01842 0.38430 1.17675  0.14
H7 0.44620 -2.25646 0.34787  0.09
H8 1.92474 -1.62878 -1.44747  0.13
H9 2.37542 -0.34490 -0.06908  0.10
H10 -0.04502 -1.85069 -2.14173  0.06
H11 -1.33586 -0.90792 -1.40822  0.11
N1 0.59157 -0.01477 -1.63941  -0.02

Properties
E_HOMO ... -0.2991 Eh
ΔE to the lowest compared entry with this formula, charge and spin ... 824.89 kJ/mol
Orbital gap ... 9.23 eV



4.
The ion C5H12NOS with charge +1 in a non-equilibrium geometry. Source: the OMol25 dataset; level of theory: ωB97M-V/def2-TZVPD.

Last column: Löwdin charge in e.
Geometry (Å):
C1 1.90886 -1.02254 0.92915  0.02
C2 1.59434 0.26953 0.29682  -0.35
O1 2.15207 1.20887 -0.29908  0.08
C3 0.07958 0.63896 0.62333  -0.25
N1 -0.23086 2.00758 0.06399  0.17
C4 -0.99341 -0.38370 -0.02684  -0.66
C5 -0.81404 -0.61869 -1.53340  -0.09
S1 -2.63010 0.23683 0.44528  0.85
H1 2.01424 -0.63670 2.00922  0.15
H2 2.85231 -1.57510 0.70095  0.12
H3 1.01668 -1.64140 0.90888  0.08
H4 -0.23490 0.68033 1.65641  0.13
H5 0.46249 2.72515 0.44749  0.20
H6 -1.21163 2.22115 0.32712  0.11
H7 -0.08700 1.97407 -0.98274  0.18
H8 -0.91826 -1.40977 0.37688  0.10
H9 -1.11038 0.31423 -2.03660  0.07
H10 -1.61014 -1.32422 -1.84157  0.11
H11 0.18455 -0.59784 -1.89575  0.08
H12 -2.27080 0.26126 1.71016  -0.12

Properties
E_HOMO ... -0.5037 Eh
ΔE to the lowest compared entry with this formula, charge and spin ... 29.54 kJ/mol
SMILES ... CC(=O)[C@@H]([NH3+])[C@H](C)S
Net charge ... +1
Orbital gap ... 10.14 eV



5.
A structure of composition C27H22BrCl2N3Rb. Source: the OMol25 dataset; level of theory: ωB97M-V/def2-TZVPD.

Last column: Löwdin charge in e.
Geometry (Å):
Rb1 -0.43781 -1.52925 -0.54335  0.69
C1 -3.50462 2.17838 3.80137  -0.04
C2 -3.68352 0.81841 3.18303  -0.25
C3 -4.73156 -0.02811 3.52828  -0.03
C4 -4.82312 -1.27966 2.93230  -0.11
C5 -3.84653 -1.61908 2.01753  -0.75
Br1 -3.88425 -3.33624 1.18485  0.74
N1 -2.85072 -0.83776 1.65774  0.02
C6 -2.77873 0.36244 2.23431  -0.08
H1 -4.30448 2.39861 4.50759  0.07
H2 -3.49772 2.95376 3.03441  0.08
H3 -2.55396 2.22758 4.33360  0.09
H4 -5.47121 0.28890 4.25288  0.11
H5 -5.62259 -1.96633 3.16875  0.10
H6 -1.95297 0.98786 1.90394  0.12
Cl1 4.53391 0.21184 -3.41228  0.50
C7 3.46024 -1.20171 -3.39154  -1.00
Cl2 2.25154 -1.08039 -2.11326  0.50
H7 4.06951 -2.07936 -3.21666  0.03
H8 2.95588 -1.25392 -4.34807  0.02
N2 -0.56883 -8.67334 -5.03596  0.11
C8 -0.58120 -7.68788 -4.43675  -0.23
C9 -0.58437 -6.47477 -3.69244  -0.29
C10 -0.90605 -6.46666 -2.33150  -0.08
C11 -0.87216 -5.27776 -1.62197  -0.20
C12 -0.51709 -4.02140 -2.16742  -0.24
C13 -0.20566 -4.10080 -3.54490  -0.20
C14 -0.23485 -5.26348 -4.29755  -0.08
H9 -1.17593 -7.40362 -1.85348  0.10
H10 -1.13807 -5.33883 -0.56536  0.06
H11 0.08844 -3.18918 -4.06779  0.06
H12 0.01169 -5.25921 -5.35506  0.10
N3 0.55010 0.78549 0.03940  -0.15
C15 1.14477 1.85445 0.30265  -0.46
C16 2.63910 1.90141 0.56772  -0.19
C17 3.26556 0.84549 1.22402  -0.05
C18 4.64451 0.80166 1.35353  -0.10
C19 5.43244 1.81021 0.81121  -0.12
C20 4.82143 2.87127 0.16013  -0.10
C21 3.43818 2.92112 0.04977  -0.05
C22 0.41942 3.18721 0.37826  -0.19
C23 0.73659 4.13883 1.34853  -0.05
C24 -0.03521 5.28279 1.50739  -0.11
C25 -1.12741 5.50874 0.68306  -0.12
C26 -1.43755 4.57883 -0.30354  -0.10
C27 -0.67715 3.42924 -0.44560  -0.05
H13 2.64978 0.04709 1.62000  0.10
H14 5.11227 -0.02471 1.87686  0.09
H15 6.51205 1.76245 0.88771  0.09
H16 5.42591 3.66631 -0.26237  0.09
H17 2.96680 3.75453 -0.45797  0.11
H18 1.59372 3.97189 1.99050  0.11
H19 0.22250 6.00600 2.27354  0.09
H20 -1.73324 6.39840 0.80737  0.09
H21 -2.27903 4.75516 -0.96422  0.09
H22 -0.92878 2.68712 -1.19322  0.10

Properties
E_HOMO ... -0.1376 Eh
ΔE to the lowest compared entry with this formula, charge and spin ... 39.72 kJ/mol
Net charge ... -1
Orbital gap ... 5.76 eV



6.
A structure of composition C22H31N3O3 in a non-equilibrium geometry. Source: the OMol25 dataset; level of theory: ωB97M-V/def2-TZVPD.

Last column: Löwdin charge in e.
Geometry (Å):
C1 -0.10550 -5.33913 -1.03091  -0.10
C2 -0.43533 -4.48913 0.05321  -0.42
H1 0.20965 -4.55134 0.90444  0.12
H2 -1.56787 -4.72440 0.32259  0.17
O1 -0.47061 -3.28476 -0.48627  -0.06
C3 -0.73952 -2.28814 0.67498  -0.09
O2 -1.02431 -2.61452 1.93253  0.02
C4 -0.64327 -0.75213 -0.04546  -0.42
C5 0.44166 -0.60759 -1.05617  -0.04
C6 1.89260 -0.89775 -0.31348  0.00
N1 2.00111 0.33563 0.75906  -0.12
C7 0.96539 0.06569 1.68801  -0.31
C8 -0.31343 0.00723 1.12177  -0.25
H3 -1.03884 0.11726 2.07148  0.18
H4 -0.42155 1.20129 0.75251  0.18
H5 1.19675 0.67823 2.69577  0.16
H6 1.16689 -1.19327 2.30135  0.20
C9 3.38089 0.02656 1.34742  -0.02
C10 4.52358 0.54628 0.15933  -0.41
N2 5.39797 -0.26729 -0.02141  0.12
C11 6.04359 0.37669 -1.18965  -0.03
C12 5.34674 1.66776 -1.16616  -0.20
N3 4.38606 1.71878 -0.41949  -0.06
C13 3.39165 2.73786 -0.15776  -0.27
C14 3.97658 3.92178 0.38955  -0.04
H7 5.00234 4.18598 0.26081  0.06
H8 4.15937 3.13606 1.61340  0.19
H9 3.29368 4.71981 0.69179  0.07
H10 3.20644 3.09506 -1.20603  0.14
H11 2.55095 2.22603 0.10774  0.07
H12 5.68977 2.48606 -2.04793  0.18
H13 6.93548 -0.04731 -1.69039  0.08
H14 3.71010 -0.87980 1.66779  0.08
H15 3.46108 0.66253 2.07629  0.03
H16 2.61499 -0.80458 -1.04180  0.09
H17 1.95734 -1.67449 0.13824  0.00
H18 0.38149 -1.34443 -1.93990  0.16
H19 0.47055 0.39550 -1.10985  0.07
C15 -2.04098 -0.51531 -0.51537  -0.08
C16 -2.36790 0.92656 -1.11100  -0.39
O3 -3.50018 0.84609 -1.50398  -0.03
C17 -4.72330 1.25255 -0.53630  -0.11
C18 -5.96755 1.15025 -1.28966  0.01
C19 -7.01356 1.31836 -0.49788  -0.20
C20 -6.90499 1.77907 0.75545  0.01
C21 -5.37254 1.64351 1.35655  0.02
C22 -4.33823 1.33198 0.62325  -0.12
H20 -3.31242 1.29560 1.07757  0.16
H21 -5.36015 1.99986 2.31723  0.07
H22 -7.78694 1.99019 1.50102  0.13
H23 -7.92590 1.51367 -1.00924  0.10
H24 -5.95400 1.03450 -2.42513  0.16
H25 -1.80925 1.69066 -0.63874  0.10
H26 -1.58023 0.79532 -2.01367  0.17
H27 -2.65033 -0.75461 0.37501  0.14
H28 -2.15942 -1.23839 -1.07124  0.04
H29 0.84503 -5.16813 -1.46184  0.07
H30 -0.30185 -6.38200 -0.78826  0.09
H31 -0.76975 -5.05774 -1.95120  0.13

Properties
E_HOMO ... -0.2969 Eh
ΔE to the lowest compared entry with this formula, charge and spin ... 2220.61 kJ/mol
Orbital gap ... 8.56 eV



| no. | E (Ha) |
| --- | --- |
| 1 | -1546.36265 |
| 2 | -3404.03490 |
| 3 | -327.77379 |
| 4 | -725.60729 |
| 5 | -4724.80158 |
| 6 | -1246.17013 |